[1]
C49H50BF5Ge2IrO3S5 as an isolated structure. Source: OMol25; level of theory: ωB97M-V/def2-TZVPD.

Summary:
Highest occupied orbital energy (alpha / beta) = -4.0 / -5.7 eV
Net charge = -1
Gap between HOMO and LUMO (alpha / beta) = 6.42 / 6.19 eV
Multiplicity = 5
Energy relative to the best compared isomer or geometry (same formula, charge and spin) = 0.1778 eV
Energy = -242088.651 eV
Expectation value of S² = 6.03

CARTESIAN COORDINATES (ANGSTROEM)
Ir: 2.169 1.305 2.500
C: 0.337 6.621 -0.494
C: 0.455 5.398 -1.357
C: 1.695 4.877 -1.694
C: 1.812 3.731 -2.463
C: 3.159 3.188 -2.833
C: 0.654 3.086 -2.905
C: -0.600 3.614 -2.606
C: -1.859 2.962 -3.093
C: -0.680 4.760 -1.830
C: 0.795 1.855 -3.715
C: 0.876 1.939 -5.099
C: 1.095 0.799 -5.851
C: 1.217 -0.421 -5.218
C: 1.132 -0.517 -3.831
C: 0.903 0.623 -3.072
Ge: 1.112 0.752 -0.948
S: 2.796 2.439 0.666
S: -1.011 1.366 -0.208
Ge: -0.731 -0.282 1.338
S: 0.119 0.500 3.263
S: 0.800 -1.427 0.153
C: -2.436 -1.239 1.893
C: -2.399 -2.590 2.224
C: -3.555 -3.230 2.659
C: -4.742 -2.536 2.778
C: -4.774 -1.187 2.477
C: -3.626 -0.530 2.049
C: -3.685 0.934 1.834
C: -3.389 1.798 2.886
C: -3.049 1.292 4.255
C: -3.433 3.168 2.662
C: -3.782 3.692 1.431
C: -3.796 5.175 1.201
C: -4.123 2.815 0.409
C: -4.076 1.444 0.592
C: -4.400 0.501 -0.527
C: -1.151 -3.382 2.154
C: -0.286 -3.445 3.243
C: -0.568 -2.717 4.523
C: 0.857 -4.230 3.151
C: 1.142 -4.967 2.016
C: 2.396 -5.787 1.928
C: 0.245 -4.927 0.957
C: -0.893 -4.143 1.010
C: -1.850 -4.101 -0.141
C: 1.330 -1.862 -3.246
C: 0.305 -2.802 -3.307
C: -1.063 -2.418 -3.791
C: 0.558 -4.112 -2.929
C: 1.808 -4.502 -2.483
C: 2.101 -5.929 -2.124
C: 2.806 -3.542 -2.386
C: 2.587 -2.227 -2.759
C: 3.680 -1.210 -2.642
H: 1.319 7.019 -0.251
H: -0.172 6.371 0.436
H: -0.241 7.399 -0.996
H: 2.592 5.358 -1.336
H: 3.946 3.771 -2.365
H: 3.294 3.201 -3.915
H: 3.251 2.155 -2.496
H: -1.635 2.047 -3.634
H: -2.409 3.639 -3.748
H: -2.487 2.714 -2.240
H: -1.658 5.149 -1.581
H: 0.787 2.905 -5.578
H: 1.189 0.866 -6.925
H: 1.406 -1.316 -5.794
H: -3.500 -4.279 2.919
H: -5.637 -3.038 3.122
H: -5.686 -0.617 2.590
H: -2.884 0.219 4.245
H: -3.859 1.513 4.952
H: -2.143 1.772 4.619
H: -3.169 3.832 3.472
H: -3.424 5.704 2.074
H: -4.808 5.524 0.989
H: -3.167 5.430 0.350
H: -4.405 3.210 -0.557
H: -4.773 1.036 -1.397
H: -5.141 -0.235 -0.216
H: -3.496 -0.035 -0.816
H: -1.507 -2.174 4.469
H: 0.224 -2.002 4.734
H: -0.616 -3.422 5.353
H: 1.533 -4.261 3.993
H: 2.913 -5.809 2.886
H: 3.068 -5.353 1.188
H: 2.173 -6.811 1.628
H: 0.439 -5.511 0.071
H: -1.537 -4.781 -0.928
H: -1.887 -3.091 -0.552
H: -2.855 -4.369 0.184
H: -1.226 -1.349 -3.673
H: -1.826 -2.955 -3.232
H: -1.179 -2.669 -4.847
H: -0.237 -4.842 -3.002
H: 1.209 -6.547 -2.209
H: 2.479 -5.992 -1.106
H: 2.864 -6.336 -2.788
H: 3.781 -3.833 -2.021
H: 4.657 -1.686 -2.612
H: 3.551 -0.643 -1.716
H: 3.649 -0.503 -3.469
F: 6.874 0.954 2.132
C: 6.329 2.001 2.755
F: 5.935 2.872 1.839
F: 7.290 2.581 3.478
S: 4.907 1.454 3.873
O: 4.127 2.745 3.868
O: 5.522 1.141 5.113
O: 4.244 0.383 3.189
F: 2.205 4.070 3.771
B: 2.616 2.795 3.911
F: 2.205 2.256 5.103

[2]
C49H50N5O2Pd as an isolated structure. Source: OMol25; level of theory: ωB97M-V/def2-TZVPD.

Summary:
Highest occupied orbital energy = -3.4 eV
Net charge = -1
Gap between HOMO and LUMO = 4.63 eV
Energy relative to the best compared isomer or geometry (same formula, charge and spin) = 0.5067 eV
Energy = -66646.270 eV

CARTESIAN COORDINATES (ANGSTROEM)
Pd: 1.135 0.630 0.407
O: 4.910 -0.553 4.161
C: 5.656 -0.032 3.174
C: 7.038 0.015 3.378
C: 7.872 0.534 2.411
C: 7.354 1.021 1.213
C: 5.991 0.976 1.005
C: 5.122 0.456 1.967
C: 3.672 0.440 1.653
O: 3.282 0.905 0.545
N: 2.872 -0.092 2.600
N: 1.593 -0.067 2.184
C: 0.568 -0.375 2.901
C: -0.715 -0.162 2.198
C: -2.022 -0.299 2.782
C: -3.152 -0.094 2.067
C: -3.026 -0.524 -0.659
C: -1.684 -0.017 -1.124
N: -0.641 0.137 0.946
H: 3.966 -0.522 3.861
H: 7.425 -0.369 4.313
H: 8.941 0.559 2.588
H: 8.010 1.427 0.454
H: 5.552 1.343 0.087
H: 0.671 -0.726 3.922
H: -2.104 -0.551 3.832
H: -4.069 -0.180 2.640
H: -3.882 -0.520 -1.329
H: -1.501 0.204 -2.171
C: -1.960 4.667 2.331
C: -0.554 4.212 1.917
C: -0.236 2.890 2.585
C: -0.301 4.346 0.408
C: -0.150 5.693 0.052
C: 0.223 6.106 -1.205
C: 0.474 5.139 -2.162
C: 0.309 3.792 -1.886
C: 0.506 2.863 -3.082
C: -0.855 2.518 -3.696
C: 1.386 1.623 -2.906
C: -0.121 3.360 -0.596
N: -0.246 1.952 -0.495
C: -1.356 1.208 -0.145
C: -1.135 -1.393 -0.647
N: -0.074 -1.964 -1.039
C: 0.077 -3.357 -1.122
C: 0.965 -4.013 -0.261
C: 1.132 -5.388 -0.385
C: 0.446 -6.102 -1.350
C: -0.395 -5.432 -2.229
C: -0.587 -4.059 -2.151
C: -1.393 -3.309 -3.194
C: -0.450 -2.535 -4.124
C: -2.338 -4.190 -4.004
C: 1.728 -3.237 0.792
C: 3.241 -3.373 0.619
C: 1.299 -3.637 2.204
C: -2.517 -1.823 -0.248
C: -3.394 -2.616 0.436
C: -4.770 -2.210 0.648
C: -5.450 -0.973 0.631
C: -4.935 0.335 0.551
C: -5.585 1.554 0.372
C: -4.881 2.728 0.152
C: -3.459 2.730 0.042
C: -2.717 1.619 0.300
C: -3.445 0.347 0.633
H: -1.991 4.820 3.414
H: -2.703 3.912 2.078
H: -2.243 5.604 1.848
H: 0.141 4.941 2.347
H: -1.035 2.176 2.402
H: -0.166 3.040 3.666
H: 0.706 2.475 2.232
H: -0.299 6.439 0.826
H: 0.343 7.159 -1.430
H: 0.790 5.434 -3.157
H: 1.026 3.483 -3.820
H: -1.505 2.053 -2.957
H: -0.740 1.830 -4.538
H: -1.356 3.421 -4.051
H: 0.864 0.809 -2.408
H: 2.286 1.852 -2.329
H: 1.699 1.268 -3.892
H: 1.807 -5.904 0.290
H: 0.573 -7.175 -1.432
H: -0.907 -5.996 -2.998
H: -2.015 -2.578 -2.676
H: 0.195 -3.227 -4.672
H: 0.182 -1.854 -3.555
H: -1.021 -1.952 -4.852
H: -1.795 -4.889 -4.645
H: -2.953 -3.564 -4.654
H: -3.002 -4.763 -3.355
H: 1.476 -2.187 0.649
H: 3.563 -4.411 0.740
H: 3.764 -2.769 1.365
H: 3.549 -3.038 -0.372
H: 1.540 -4.685 2.404
H: 0.221 -3.512 2.335
H: 1.815 -3.026 2.948
H: -3.114 -3.585 0.839
H: -5.421 -3.051 0.872
H: -6.529 -1.052 0.755
H: -6.672 1.583 0.350
H: -5.421 3.650 -0.019
H: -2.968 3.634 -0.306

[3]
C49H51Cl2N4O7PSSiW as an isolated structure. Source: OMol25; level of theory: ωB97M-V/def2-TZVPD.

Summary:
Highest occupied orbital energy (alpha / beta) = -6.9 / -7.6 eV
Gap between HOMO and LUMO (alpha / beta) = 6.64 / 6.65 eV
Multiplicity = 3
Energy relative to the best compared isomer or geometry (same formula, charge and spin) = 0.0959 eV
Energy = -126815.360 eV
Expectation value of S² = 2.01

CARTESIAN COORDINATES (ANGSTROEM)
W: 0.142 -0.057 -0.148
Cl: -3.091 5.639 -2.569
C: -2.735 3.987 -2.188
C: -1.424 3.645 -1.897
C: -1.114 2.327 -1.583
N: 0.138 1.851 -1.140
C: 1.222 2.646 -1.242
O: 1.365 3.665 -1.902
C: 2.318 2.189 -0.342
C: 3.445 2.969 -0.160
C: 4.387 2.567 0.763
C: 4.149 1.404 1.482
C: 2.999 0.682 1.238
N: 2.095 1.052 0.317
C: -2.109 1.358 -1.596
C: -3.421 1.709 -1.875
C: -3.735 3.025 -2.165
Cl: -5.384 3.431 -2.504
N: -1.684 0.058 -1.232
C: -2.377 -0.988 -1.769
O: -3.177 -0.909 -2.690
C: -2.157 -2.270 -1.052
C: -2.932 -3.307 -1.376
C: -3.260 -4.461 -0.555
C: -3.166 -4.550 0.775
C: -2.625 -3.597 1.804
N: -1.328 -2.190 0.128
H: -0.663 4.406 -1.913
H: 3.530 3.872 -0.749
H: 5.279 3.153 0.940
H: 4.833 1.057 2.242
H: 2.781 -0.197 1.817
H: -4.203 0.967 -1.877
H: -3.470 -3.196 -2.311
H: -3.718 -5.295 -1.074
H: -3.530 -5.475 1.216
H: -1.699 -4.048 2.180
C: -3.491 -1.345 1.039
C: -2.248 -2.165 1.360
C: -0.404 -3.352 0.165
C: -3.586 -3.560 3.001
O: -1.504 -1.642 2.427
Si: -1.499 -0.147 3.141
S: -0.634 1.232 1.811
O: -0.793 -0.274 4.600
C: 0.532 -0.438 5.115
C: 1.287 -1.437 4.264
C: 0.368 -0.953 6.537
C: 1.216 0.924 5.105
O: -3.044 0.234 3.497
C: -3.597 1.246 4.355
C: -2.713 2.488 4.378
C: -3.735 0.654 5.752
C: -4.961 1.580 3.769
H: -4.120 -1.843 0.302
H: -3.221 -0.351 0.681
H: -4.060 -1.215 1.951
H: -0.925 -4.289 -0.006
H: 0.097 -3.383 1.127
H: 0.332 -3.236 -0.627
H: -3.630 -4.545 3.467
H: -4.597 -3.291 2.694
H: -3.242 -2.843 3.746
H: 0.761 -2.389 4.217
H: 2.287 -1.614 4.667
H: 1.374 -1.054 3.250
H: -0.131 -1.923 6.529
H: -0.234 -0.258 7.124
H: 1.342 -1.065 7.018
H: 1.273 1.306 4.084
H: 2.228 0.849 5.509
H: 0.653 1.635 5.713
H: -1.728 2.259 4.791
H: -3.173 3.256 5.001
H: -2.585 2.887 3.371
H: -2.756 0.362 6.132
H: -4.374 -0.229 5.723
H: -4.178 1.383 6.434
H: -4.848 1.988 2.763
H: -5.477 2.315 4.389
H: -5.575 0.680 3.713
O: 2.591 -2.837 1.830
C: 2.272 -2.255 0.816
O: 1.251 -1.439 0.799
C: 3.138 -2.440 -0.418
C: 4.294 -3.195 -0.198
C: 5.172 -3.486 -1.224
C: 4.904 -3.034 -2.509
C: 3.765 -2.288 -2.740
C: 2.875 -1.972 -1.706
P: 1.434 -0.965 -2.182
C: 0.537 -2.034 -3.356
C: -0.515 -1.495 -4.093
C: -1.260 -2.293 -4.948
C: -0.971 -3.643 -5.064
C: 0.062 -4.194 -4.319
C: 0.814 -3.397 -3.471
C: 2.221 0.367 -3.157
C: 3.480 0.834 -2.777
C: 4.054 1.920 -3.421
C: 3.374 2.563 -4.443
C: 2.117 2.114 -4.818
C: 1.543 1.027 -4.180
H: 4.475 -3.551 0.805
H: 6.062 -4.069 -1.023
H: 5.576 -3.260 -3.326
H: 3.558 -1.932 -3.742
H: -0.802 -0.459 -3.973
H: -2.089 -1.855 -5.487
H: -1.559 -4.269 -5.723
H: 0.284 -5.251 -4.394
H: 1.610 -3.848 -2.894
H: 4.022 0.352 -1.971
H: 5.032 2.267 -3.113
H: 3.815 3.419 -4.936
H: 1.570 2.620 -5.603
H: 0.559 0.707 -4.488

[4]
C49H53Cl3N9O2V as an isolated structure. Source: OMol25; level of theory: ωB97M-V/def2-TZVPD.

Summary:
Highest occupied orbital energy (alpha / beta) = -13.1 / -13.1 eV
Net charge = +2
Gap between HOMO and LUMO (alpha / beta) = 4.44 / 3.43 eV
Multiplicity = 3
Energy = -132411.843 eV
Expectation value of S² = 2.06

CARTESIAN COORDINATES (ANGSTROEM)
O: -2.211 -2.707 -0.675
V: -0.783 -3.307 -1.067
C: 1.831 0.139 0.278
C: 0.399 -0.037 -0.247
C: -0.006 1.215 -1.024
O: 0.083 -1.299 -0.843
H: 2.034 1.125 0.697
H: 2.613 -0.051 -0.457
H: 2.092 -0.576 1.058
H: -0.158 -0.060 0.690
H: -0.998 1.100 -1.458
H: 0.702 1.360 -1.840
H: 0.066 2.075 -0.358
N: 4.118 -2.595 -5.199
C: 3.126 -1.851 -5.783
C: 2.082 -1.241 -5.107
C: 2.109 -1.245 -3.715
C: 3.204 -1.860 -3.098
C: 4.159 -2.515 -3.866
H: 3.195 -1.764 -6.857
H: 1.375 -0.612 -5.628
H: 1.381 -0.765 -3.078
H: 3.213 -1.840 -2.018
H: 4.950 -2.994 -3.309
N: -0.113 -4.021 0.989
C: 1.072 -3.515 1.424
C: 1.566 -3.673 2.773
C: 0.866 -4.453 3.690
C: -0.272 -5.106 3.189
C: -0.818 -4.741 1.910
H: 1.578 -2.954 0.652
H: 2.382 -3.063 3.130
H: 1.313 -4.795 4.611
H: -0.864 -5.748 3.825
H: -1.774 -5.151 1.618
N: -1.168 2.259 3.597
C: -1.628 3.112 4.487
C: -1.303 4.456 4.593
C: -0.451 4.947 3.619
C: 0.244 4.049 2.771
C: -0.190 2.724 2.768
H: -2.282 2.717 5.250
H: -1.694 5.049 5.406
H: -0.351 6.020 3.691
H: 1.059 4.354 2.132
H: 0.288 1.975 2.154
N: 2.607 -0.647 7.035
C: 3.903 -0.993 7.300
C: 4.867 -1.074 6.262
C: 4.402 -0.942 4.913
C: 3.056 -0.582 4.696
C: 2.215 -0.549 5.754
H: 4.160 -1.050 8.347
H: 5.912 -1.291 6.423
H: 5.071 -1.092 4.078
H: 2.719 -0.474 3.676
H: 1.156 -0.384 5.621
N: -4.559 4.075 -2.228
C: -3.507 4.054 -3.062
C: -2.183 4.013 -2.611
C: -1.889 3.835 -1.237
C: -2.931 3.910 -0.295
C: -4.247 3.909 -0.924
H: -3.823 4.085 -4.094
H: -1.377 4.126 -3.321
H: -0.899 3.729 -0.818
H: -2.809 3.924 0.778
H: -5.141 4.083 -0.343
N: -0.973 -3.048 -3.352
C: -1.363 -1.793 -3.820
C: -1.465 -1.448 -5.156
C: -1.224 -2.448 -6.084
C: -0.958 -3.737 -5.644
C: -0.754 -4.015 -4.256
H: -1.462 -1.054 -3.039
H: -1.753 -0.467 -5.505
H: -1.304 -2.266 -7.146
H: -0.921 -4.516 -6.391
H: -0.485 -5.022 -3.973
N: -4.466 -0.262 -2.969
C: -5.254 -1.415 -2.834
C: -5.757 -1.856 -1.599
C: -5.304 -1.129 -0.473
C: -4.531 0.072 -0.560
C: -4.159 0.466 -1.878
H: -5.234 -2.068 -3.695
H: -6.438 -2.691 -1.525
H: -5.754 -1.322 0.490
H: -4.503 0.840 0.198
H: -3.394 1.204 -2.068
N: 3.893 5.128 -2.640
C: 3.084 5.910 -1.964
C: 2.480 5.485 -0.800
C: 2.603 4.146 -0.457
C: 3.556 3.369 -1.149
C: 4.124 3.884 -2.286
H: 2.984 6.894 -2.398
H: 1.752 6.029 -0.216
H: 2.019 3.767 0.368
H: 3.605 2.344 -0.812
H: 4.670 3.271 -2.987
N: -4.089 0.354 2.681
C: -2.982 -0.248 2.256
C: -2.769 -1.642 2.376
C: -3.814 -2.508 2.684
C: -5.021 -1.856 3.164
C: -5.065 -0.462 3.128
H: -2.256 0.359 1.734
H: -1.815 -2.041 2.061
H: -3.668 -3.573 2.579
H: -5.895 -2.389 3.509
H: -5.939 0.059 3.490
C: 6.730 -1.378 -0.784
Cl: 5.275 -0.611 -0.296
Cl: 7.195 -0.906 -2.485
Cl: 6.531 -3.166 -0.675
H: 7.531 -1.052 -0.121

Look up the energy of the third one. -126815.360 eV